Record 1
{"formula": "C28H37GaN4O4Sb", "method": "ωB97M-V with the def2-TZVPD basis set", "de_lowest_kcal_mol": 4.0, "total_energy_ev": -102694.0674, "largest_force_ha_per_bohr": 0.0321, "homo_ev": -10.22, "total_charge": 1, "symbols": ["Ga", "O", "C", "O", "C", "C", "C", "N", "C", "C", "C", "C", "C", "C", "C", "N", "C", "C", "C", "C", "C", "N", "H", "H", "H", "H", "H", "H", "H", "H", "H", "H", "O", "N", "O", "C", "C", "C", "C", "Sb", "C", "C", "C", "C", "C", "C", "C", "C", "H", "H", "H", "H", "H", "H", "H", "H", "H", "H", "H", "H", "H", "H", "H", "H", "H", "H", "H", "H", "H", "H", "H", "H", "H", "H", "H"], "coordinates": [[0.211, -1.492, -0.062], [6.974, -1.619, 1.158], [6.574, -1.467, 0.020], [7.030, -1.525, -1.103], [4.960, -1.238, -0.004], [4.280, -1.328, -1.213], [2.892, -1.345, -1.203], [2.215, -1.289, -0.044], [2.857, -1.322, 1.137], [4.245, -1.301, 1.186], [1.980, -1.474, 2.296], [2.429, -1.501, 3.616], [1.537, -1.801, 4.628], [0.213, -2.084, 4.305], [-0.173, -2.003, 2.981], [0.681, -1.684, 2.010], [2.050, -1.503, -2.390], [2.548, -1.552, -3.692], [1.684, -1.812, -4.740], [0.338, -2.034, -4.464], [-0.091, -1.953, -3.154], [0.733, -1.673, -2.147], [4.870, -1.379, -2.116], [4.804, -1.339, 2.108], [3.463, -1.296, 3.835], [1.863, -1.825, 5.657], [-0.502, -2.353, 5.065], [-1.194, -2.201, 2.671], [3.600, -1.397, -3.874], [2.047, -1.857, -5.754], [-0.359, -2.275, -5.250], [-1.130, -2.111, -2.887], [0.373, -3.653, -0.043], [-0.843, -3.807, -0.197], [-1.490, -2.731, -0.263], [0.437, 2.384, 2.050], [-1.052, 2.095, 1.964], [-1.502, 1.261, 3.151], [-1.851, 3.382, 1.911], [-1.337, 0.835, 0.067], [-3.536, 0.238, -0.119], [-3.728, -0.441, -1.462], [-3.794, -0.751, 1.004], [-4.431, 1.457, -0.004], [-0.610, 2.090, -1.692], [-0.981, 3.553, -1.551], [-1.209, 1.520, -2.967], [0.899, 1.918, -1.704], [0.658, 2.891, 2.990], [0.755, 3.041, 1.242], [1.026, 1.463, 2.020], [-1.237, 1.777, 4.074], [-1.016, 0.285, 3.163], [-2.583, 1.125, 3.154], [-1.703, 3.922, 2.847], [-2.915, 3.189, 1.811], [-1.531, 4.034, 1.105], [-2.992, -1.232, -1.613], [-3.679, 0.272, -2.282], [-4.714, -0.905, -1.487], [-3.129, -1.610, 0.921], [-4.818, -1.117, 0.934], [-3.677, -0.288, 1.982], [-4.145, 2.235, -0.712], [-4.417, 1.868, 1.003], [-5.458, 1.168, -0.225], [-2.052, 3.683, -1.414], [-0.698, 4.083, -2.461], [-0.453, 4.022, -0.726], [-2.268, 1.752, -3.042], [-1.077, 0.439, -3.022], [-0.714, 1.960, -3.833], [1.355, 2.289, -0.787], [1.332, 2.471, -2.537], [1.173, 0.869, -1.827]], "atomic_forces_ev_per_a": [[0.168, -0.098, 0.006], [0.582, -0.038, 1.097], [-1.635, 0.243, 0.011], [0.623, 0.031, -1.105], [0.556, -0.757, -0.010], [-0.543, 0.367, 0.166], [0.619, 0.258, 0.549], [-0.216, -0.172, -0.047], [0.698, 0.314, -0.574], [-0.586, 0.360, -0.162], [-0.504, -0.192, 0.701], [-0.090, 0.054, -0.337], [-0.319, -0.013, -0.212], [0.202, 0.042, -0.021], [-0.173, -0.072, 0.137], [0.109, 0.041, -0.233], [-0.440, -0.213, -0.690], [-0.056, 0.056, 0.347], [-0.300, -0.035, 0.236], [0.184, -0.014, 0.012], [-0.247, 0.045, -0.133], [0.214, 0.081, 0.296], [0.101, -0.060, -0.044], [0.127, -0.081, 0.074], [0.167, -0.004, 0.025], [0.066, -0.026, 0.074], [-0.088, -0.026, 0.035], [0.016, 0.023, 0.056], [0.075, 0.001, 0.021], [0.067, -0.002, -0.070], [-0.090, 0.001, -0.032], [0.008, -0.020, -0.038], [-0.494, 0.623, -0.103], [0.060, -1.346, 0.007], [0.752, 0.845, 0.104], [0.011, -0.151, -0.248], [-0.023, -0.444, -0.435], [-0.061, -0.235, -0.223], [-0.067, -0.088, -0.251], [-0.083, 0.420, -0.132], [0.605, 0.190, 0.032], [0.284, 0.042, -0.088], [0.290, 0.014, 0.088], [0.227, 0.126, 0.059], [-0.164, -0.315, 0.375], [-0.078, -0.073, 0.198], [-0.160, -0.192, 0.179], [0.010, -0.202, 0.238], [-0.010, 0.058, 0.126], [0.129, 0.009, -0.033], [0.101, 0.034, 0.012], [0.057, 0.101, 0.092], [-0.068, 0.056, 0.102], [-0.019, -0.064, 0.041], [0.046, 0.042, 0.135], [-0.110, 0.071, -0.010], [-0.030, 0.089, -0.064], [-0.044, -0.061, -0.102], [0.036, -0.037, -0.080], [-0.118, -0.038, 0.032], [-0.100, -0.058, 0.096], [-0.153, -0.027, -0.039], [-0.005, -0.038, 0.084], [-0.062, 0.092, -0.027], [-0.020, 0.094, 0.047], [-0.112, -0.065, -0.026], [-0.113, 0.113, 0.029], [0.056, 0.025, -0.120], [0.008, 0.095, 0.085], [-0.103, -0.029, -0.056], [-0.049, -0.020, -0.106], [0.094, 0.085, -0.049], [0.116, 0.007, 0.033], [-0.006, 0.093, -0.110], [0.076, 0.064, -0.024]]}

Record 2
{"formula": "C3H3NO2", "method": "ωB97M-V with the def2-TZVPD basis set", "de_lowest_kcal_mol": 45.9, "total_energy_ev": -8743.1399, "largest_force_ha_per_bohr": 0.0209, "homo_ev": -10.73, "smiles": "N#C[C@@H](O)C=O", "symbols": ["N", "C", "C", "O", "C", "O", "H", "H", "H"], "coordinates": [[-1.216, 2.348, 0.113], [-0.777, 1.288, -0.026], [-0.266, -0.091, -0.135], [-0.147, -0.491, -1.463], [1.032, -0.267, 0.666], [1.970, -0.893, 0.257], [-1.002, -0.721, 0.392], [-0.585, -1.345, -1.487], [0.991, 0.174, 1.681]], "atomic_forces_ev_per_a": [[0.480, -0.952, -0.145], [-0.373, 0.938, 0.180], [-0.116, 0.001, 0.239], [-0.204, -0.156, 0.070], [0.368, -0.243, -0.031], [-0.520, 0.372, 0.207], [0.080, 0.155, 0.093], [0.154, -0.138, -0.557], [0.131, 0.023, -0.056]]}

What are the orbital gap values for these records? In order: 0.2255, 0.3991 Ha.